The following is a quantum chemistry calculation of a molecular structure, C22H24N4O3PbS, from the Open Molecules 2025 dataset.

Results
Max |F|   0.079 Eh/bohr
Orbital gap   6.5 eV
Total charge   +2
E_tot   -51373.9325 eV
Energy above the lowest of the compared OMol25 structures with the same formula, charge and spin   34.21 kcal per mole

Cartesian coordinates (Å):
Pb (-0.414, -0.532, 2.318)
S (2.135, 3.581, 2.708)
O (1.007, -0.118, -0.298)
O (-2.778, 1.212, -0.983)
O (-1.515, 0.378, 0.593)
N (-1.495, 2.373, 5.643)
N (-1.645, 0.692, 4.171)
N (-0.729, 0.459, -1.635)
N (0.596, 1.490, 2.730)
C (-1.453, 0.768, -2.917)
C (1.990, -3.764, -5.368)
C (-0.911, 1.762, 4.574)
C (-2.670, 1.676, 5.967)
C (-4.734, -0.129, 6.151)
C (1.597, 2.069, 2.050)
C (3.262, -2.099, -4.176)
C (1.264, -0.594, -2.740)
C (-3.808, -0.281, 5.114)
C (2.050, -2.683, -4.342)
C (0.937, 3.421, 3.998)
C (0.965, -2.333, -3.501)
C (-2.750, 1.406, -2.445)
C (-1.623, 0.686, -0.609)
C (-3.582, 1.852, 6.998)
C (3.600, -1.326, -2.993)
C (0.609, -0.095, -1.479)
C (0.219, 2.261, 3.835)
C (-4.623, 0.907, 7.087)
C (-2.741, 0.615, 5.038)
C (4.377, -2.376, -5.059)
C (2.741, -0.122, -2.881)
H (2.039, 1.653, 1.144)
H (-5.341, 0.995, 7.893)
H (-0.891, 1.473, -3.553)
H (2.703, -4.580, -5.197)
H (1.007, -4.227, -5.415)
H (3.291, 0.383, -2.053)
H (4.680, -1.101, -2.941)
H (-3.671, 0.932, -2.833)
H (2.696, 0.644, -3.705)
H (1.072, -2.383, -2.412)
H (3.459, -1.897, -2.012)
H (4.001, -2.243, -6.066)
H (-3.850, -1.074, 4.368)
H (5.244, -1.742, -4.870)
H (-1.118, 3.191, 6.125)
H (0.765, 4.130, 4.812)
H (-5.557, -0.820, 6.240)
H (-2.816, 2.493, -2.642)
H (-3.442, 2.694, 7.695)
H (2.213, -3.399, -6.369)
H (4.676, -3.414, -4.909)
H (-0.030, -2.656, -3.817)
H (-1.708, -0.150, -3.493)
H (0.701, -0.060, -3.536)